Entry 1
# C2H6ClOP

A 2-piece molecular cluster, C2H6ClOP overall (the ωB97M-V functional and the def2-TZVPD basis, the OMol25 dataset).

Element x y z (Å)
Cl -3.1193 -0.9439 0.3405
P -3.3433 0.7681 -0.7036
O -3.9079 1.7509 0.2159
C 0.7250 -0.8305 -0.0431
C 1.7316 0.3267 0.1045
H 1.4026 1.3140 -0.3224
H 2.6701 0.0894 -0.4798
H -0.2030 -0.2468 0.2584
H 0.8641 -1.1854 -1.0894
H 1.1758 -1.5881 0.5644
H 2.0044 0.5455 1.1546

Total charge: 0
Lowest unoccupied orbital energy: -1.05 eV
Highest occupied orbital energy: -0.401 hartree
Gap between HOMO and LUMO: 9.85 eV

natural (NBO) population analysis, charges in e, atoms 1 to 2: number 1, Cl, carries -0.333; number 2, P, carries 1.304

Entry 2
# C2H6ClOP

A 2-piece molecular cluster, C2H6ClOP overall (the ωB97M-V functional and the def2-TZVPD basis, the OMol25 dataset).

Element x y z (Å)
Cl -0.7963 -0.7690 2.5115
P -0.9474 1.1707 1.9594
O 1.0796 -0.1448 -0.2174
C 0.6650 -1.1414 -1.0334
C 0.2625 0.9774 -0.2378
H 0.8958 1.8690 -0.1888
H -2.3318 0.9712 1.4499
H -0.4251 -1.0517 -0.8965
H 1.2257 -2.0713 -0.6660
H 1.0171 -0.8841 -2.0143
H -0.6451 1.0740 -0.6667

Total charge: 0
Lowest unoccupied orbital energy: 0.33 eV
Highest occupied orbital energy: -0.296 hartree
Gap between HOMO and LUMO: 8.38 eV

natural (NBO) population analysis, charges in e, atoms 1 to 2: number 1, Cl, carries -0.311; number 2, P, carries 0.295

Which one sits at the top of the stability order? entry 1 does.

Entry 1
# C4H7ClOS

One molecule with the formula C4H7ClOS (the ωB97M-V functional and the def2-TZVPD basis, the OMol25 dataset).

Element x y z (Å)
Cl -0.8963 -1.1212 -2.1540
S -0.6521 -2.0379 1.5513
O -0.2263 1.7172 -1.1925
C 0.6828 0.7885 -0.6778
C 0.1621 -0.6411 -0.7769
C 0.5127 0.5775 0.8483
C -0.4907 -0.5261 0.5797
H 1.6649 1.0293 -1.0742
H 1.0782 -1.2511 -0.6546
H -1.5030 -0.0776 0.4564
H -1.5719 -1.6101 2.4598
H 0.1387 1.4924 1.3913
H 1.3745 0.1418 1.3616
H -0.2736 1.5184 -2.1184

Total charge: 0
Lowest unoccupied orbital energy: 0.81 eV
Highest occupied orbital energy: -0.343 hartree
Gap between HOMO and LUMO: 10.16 eV

natural (NBO) population analysis, charges in e, atoms 1 to 2: number 1, Cl, carries -0.059; number 2, S, carries -0.024

Entry 2
# C4H7ClOS

One molecule with the formula C4H7ClOS (the ωB97M-V functional and the def2-TZVPD basis, the OMol25 dataset).

Element x y z (Å)
Cl -0.3112 2.6854 -0.1533
S -1.2091 -0.2080 0.8734
O -1.3558 -1.5568 0.3017
C 0.2626 -0.2131 1.9341
C 0.7229 -1.3494 2.3607
C -0.2363 0.9257 -0.5940
C -0.7078 0.6246 -1.9751
H 0.2833 -2.2077 1.8550
H 0.5426 0.7736 2.2041
H -1.7688 0.7369 -2.1469
H 1.5494 -1.2366 3.0393
H 0.8230 0.5576 -0.4887
H -0.3636 -0.3868 -2.3849
H -0.1451 1.3369 -2.6499

Total charge: 0
Lowest unoccupied orbital energy: 0.75 eV
Highest occupied orbital energy: -0.337 hartree
Gap between HOMO and LUMO: 9.90 eV

natural (NBO) population analysis, charges in e, atoms 1 to 2: number 1, Cl, carries -0.059; number 2, S, carries 1.206

Which one sits at the top of the stability order? entry 1 does.

Entry 1
# C2H3BrF2

A 2-piece molecular cluster, C2H3BrF2 overall (the ωB97M-V functional and the def2-TZVPD basis, the OMol25 dataset).

Element x y z (Å)
Br 1.0081 2.6167 1.4692
F -1.1072 -2.0874 -1.0148
F 0.6147 -1.2904 -1.8353
C -0.4967 -0.8952 -1.3109
C 0.4857 0.9005 1.4129
H -0.5393 0.9010 1.3598
H 1.0781 0.1329 1.9476
H -1.0435 -0.2782 -2.0285

Total charge: 0
Lowest unoccupied orbital energy (alpha / beta): -0.28 / -0.25 eV
Highest occupied orbital energy (alpha / beta): -0.313 / -0.353 hartree
Gap between HOMO and LUMO (alpha / beta): 8.25 / 9.37 eV

natural (NBO) population analysis, charges in e, atoms 1 to 2: number 1, Br, carries 0.108; number 2, F, carries -0.357

Entry 2
# C2H3BrF2

A 2-piece molecular cluster, C2H3BrF2 overall (the ωB97M-V functional and the def2-TZVPD basis, the OMol25 dataset).

Element x y z (Å)
Br 2.9441 0.4434 0.4777
F 1.2910 -1.1405 -0.9663
F -2.1715 -1.0014 0.8434
C 0.1410 0.7754 -0.1830
C 1.2470 0.0769 -0.3065
H -0.8074 0.2656 -0.4420
H -2.9738 -1.1990 0.3956
H 0.3296 1.7798 0.1811

Total charge: 0
Lowest unoccupied orbital energy: 0.68 eV
Highest occupied orbital energy: -0.356 hartree
Gap between HOMO and LUMO: 10.37 eV

natural (NBO) population analysis, charges in e, atoms 1 to 2: number 1, Br, carries 0.055; number 2, F, carries -0.343

Which one sits at the top of the stability order? entry 2 does.

Entry 1
# C5H10N3

A 2-piece molecular cluster, C5H10N3 overall (the ωB97M-V functional and the def2-TZVPD basis, the OMol25 dataset).

Element x y z (Å)
N 1.3211 0.0063 -1.0370
N -0.9001 -3.3309 -2.1245
N -1.1685 -6.1199 0.2480
C -1.2530 -5.1756 -0.5349
C 0.3065 0.6587 -0.5592
C -1.0722 -4.2408 -1.3128
C -0.2375 2.5242 0.7915
C 0.1165 1.0607 0.9319
H -0.6230 0.5785 1.4677
H 2.1666 -0.1131 -0.4705
H -0.4204 1.1053 -1.1793
H -1.7733 -6.0106 1.0258
H -0.4212 2.8600 1.7891
H -0.4224 -3.3763 -3.0076
H 0.6365 3.1382 0.4956
H -1.0005 2.5650 0.0388
H 1.0459 0.9057 1.5248
H 1.3475 -0.2500 -2.0477

Total charge: +1
Lowest unoccupied orbital energy (alpha / beta): -5.14 / -5.15 eV
Multiplicity: 3
Highest occupied orbital energy (alpha / beta): -0.368 / -0.491 hartree
Gap between HOMO and LUMO (alpha / beta): 4.87 / 8.21 eV

natural (NBO) population analysis, charges in e, atoms 1 to 2: number 1, N, carries -0.613; number 2, N, carries -0.662

Entry 2
# C5H10N3

A 2-piece molecular cluster, C5H10N3 overall (the ωB97M-V functional and the def2-TZVPD basis, the OMol25 dataset).

Element x y z (Å)
N 0.7175 -1.3036 -2.0822
N -1.2858 0.8397 1.8418
N 1.2385 -0.6620 0.3417
C -0.8962 -0.2677 1.6954
C 1.5863 0.5311 -0.4474
C -0.6212 -0.8764 -1.5089
C -1.2643 2.0820 2.2280
C 0.6391 -0.4471 -0.8920
H -1.9095 2.6960 1.7031
H -1.4076 -1.1330 2.0060
H 2.4914 0.6086 -0.9021
H 0.5193 -0.6273 1.1767
H -1.1076 -1.6381 -1.0666
H 0.9405 -0.9608 -3.0104
H 1.0956 -2.2839 -2.0834
H 1.2149 1.4033 -0.0964
H -0.6455 2.3270 3.1053
H -1.3056 -0.2881 -2.0085

Total charge: +1
Lowest unoccupied orbital energy (alpha / beta): -3.19 / -5.10 eV
Multiplicity: 3
Highest occupied orbital energy (alpha / beta): -0.347 / -0.515 hartree
Gap between HOMO and LUMO (alpha / beta): 6.25 / 8.92 eV

natural (NBO) population analysis, charges in e, atoms 1 to 2: number 1, N, carries -0.544; number 2, N, carries -0.403

Which one sits at the top of the stability order? entry 1 does.

Entry 1
# C5H9O3

A 2-piece molecular cluster, C5H9O3 overall (the ωB97M-V functional and the def2-TZVPD basis, the OMol25 dataset).

Element x y z (Å)
O 0.5269 -2.1744 0.9493
O 1.1517 -0.1892 0.1048
O -3.1163 -0.3129 -0.0227
C 1.3131 -1.4116 0.3423
C -0.4760 2.3754 -0.0988
C -1.7784 1.6266 -0.0727
C 2.6245 -2.0193 -0.1920
C -1.8912 0.3161 0.1059
H -2.7099 2.1327 -0.3342
H 2.7201 -3.0854 0.0258
H 0.2903 1.7664 0.3853
H 3.4716 -1.5054 0.2667
H -0.1641 2.6265 -1.1147
H -0.6299 3.3201 0.4377
H -1.0506 -0.3073 0.3979
H -2.9570 -1.2553 0.0961
H 2.6753 -1.9029 -1.2766

Total charge: -1
Lowest unoccupied orbital energy: 3.89 eV
Highest occupied orbital energy: -0.160 hartree
Gap between HOMO and LUMO: 8.25 eV

natural (NBO) population analysis, charges in e, atoms 1 to 2: number 1, O, carries -0.792; number 2, O, carries -0.807

Entry 2
# C5H9O3

A 2-piece molecular cluster, C5H9O3 overall (the ωB97M-V functional and the def2-TZVPD basis, the OMol25 dataset).

Element x y z (Å)
O 0.3565 -1.1026 -2.9158
O 2.2698 0.4734 0.4340
O 0.0760 0.5126 1.0006
C 1.2687 0.9765 1.0200
C 1.4894 2.2705 1.8038
C -2.0357 -1.2933 0.0905
C -1.2470 -1.4738 -1.2283
C -0.0608 -1.0334 -1.5930
H -1.3959 -0.9373 0.9446
H 0.6697 -0.4946 -0.8867
H -2.7887 -0.5624 -0.0719
H 1.2081 -0.6847 -3.0518
H 0.7557 3.0632 1.3930
H -2.5324 -2.2283 0.4625
H 1.1854 2.0798 2.8145
H 2.5599 2.5801 1.7150
H -1.7787 -2.1458 -1.9311

Total charge: -1
Lowest unoccupied orbital energy: 3.87 eV
Highest occupied orbital energy: -0.159 hartree
Gap between HOMO and LUMO: 8.20 eV

natural (NBO) population analysis, charges in e, atoms 1 to 2: number 1, O, carries -0.727; number 2, O, carries -0.792

Which one sits at the top of the stability order? entry 1 does.

Entry 1
# C3H4IN

C3H4IN as an isolated structure (the ωB97M-V functional and the def2-TZVPD basis, the OMol25 dataset).

Element x y z (Å)
I -1.3885 1.2807 1.9794
N -0.9743 0.3519 0.1387
C -0.2239 -0.8521 0.0397
C 0.6660 -0.1836 -0.8646
C 0.0058 0.9550 -0.6599
H -0.4097 -1.8605 0.2351
H 0.0661 1.9612 -0.9220
H 0.7834 -1.4719 1.6308
H 1.4752 -0.1808 -1.5772

Total charge: 0
Lowest unoccupied orbital energy (alpha / beta): -0.66 / -0.63 eV
Highest occupied orbital energy (alpha / beta): -0.314 / -0.318 hartree
Gap between HOMO and LUMO (alpha / beta): 7.89 / 8.04 eV

natural (NBO) population analysis, charges in e, atoms 1 to 2: number 1, I, carries 0.250; number 2, N, carries -0.561

Entry 2
# C3H4IN

A 3-piece molecular cluster, C3H4IN overall (the ωB97M-V functional and the def2-TZVPD basis, the OMol25 dataset).

Element x y z (Å)
I -6.0971 0.0129 0.0911
N 0.1096 1.3223 0.5319
C 0.6835 1.3646 -0.4730
C 2.9468 -0.4226 -0.0632
C 3.0040 -1.6039 -0.0041
H -6.3845 -0.0403 -1.4385
H -0.1924 1.4120 1.4627
H 3.3535 -2.5157 0.3302
H 2.5764 0.4707 -0.4371

Total charge: 0
Lowest unoccupied orbital energy: 0.63 eV
Highest occupied orbital energy: -0.375 hartree
Gap between HOMO and LUMO: 10.83 eV

natural (NBO) population analysis, charges in e, atoms 1 to 2: number 1, I, carries -0.095; number 2, N, carries -0.711

Entry 3
# C3H4IN

C3H4IN as an isolated structure (the ωB97M-V functional and the def2-TZVPD basis, the OMol25 dataset).

Element x y z (Å)
I -2.8971 -1.1634 0.1523
N -0.2363 0.1248 -0.9406
C 1.1954 0.1588 0.5660
C 0.5331 -0.8631 0.0246
C 0.4350 1.1129 -0.3065
H 0.1978 -1.8683 0.1015
H 2.1155 0.3156 1.0852
H 0.3420 2.1418 -0.2821
H -1.6854 0.0408 -0.4005

Total charge: 0
Lowest unoccupied orbital energy: -1.35 eV
Highest occupied orbital energy: -0.330 hartree
Gap between HOMO and LUMO: 7.62 eV

natural (NBO) population analysis, charges in e, atoms 1 to 2: number 1, I, carries -0.294; number 2, N, carries -0.470

Which one sits at the top of the stability order? entry 2 does.

Entry 1
# CH2S4

CH2S4 as an isolated structure (the ωB97M-V functional and the def2-TZVPD basis, the OMol25 dataset).

Element x y z (Å)
S 2.2486 0.7866 0.0903
S 2.1536 -1.1829 -0.2482
S -0.3915 1.3697 0.5219
S -2.0081 -1.2617 0.2624
C -0.8209 -0.1922 0.2454
H 1.9121 0.9194 -1.1818
H -3.0938 -0.4389 0.3101

Total charge: 0
Lowest unoccupied orbital energy (alpha / beta): -1.34 / -1.24 eV
Highest occupied orbital energy (alpha / beta): -0.298 / -0.304 hartree
Gap between HOMO and LUMO (alpha / beta): 6.79 / 7.02 eV

natural (NBO) population analysis, charges in e, atoms 1 to 2: number 1, S, carries 0.085; number 2, S, carries -0.287

Entry 2
# CH2S4

One molecule with the formula CH2S4 (the ωB97M-V functional and the def2-TZVPD basis, the OMol25 dataset).

Element x y z (Å)
S 1.4727 -0.9559 0.5930
S 0.8240 -2.5339 -0.4372
S 0.0670 1.5025 1.6760
S -1.5621 -0.3458 -0.0425
C -0.2255 0.1474 0.7112
H -0.4997 -2.0389 -0.5226
H -0.9490 2.3490 1.1509

Total charge: 0
Lowest unoccupied orbital energy: -0.79 eV
Highest occupied orbital energy: -0.304 hartree
Gap between HOMO and LUMO: 7.47 eV

natural (NBO) population analysis, charges in e, atoms 1 to 2: number 1, S, carries 0.082; number 2, S, carries -0.183

Which one sits at the top of the stability order? entry 2 does.

Entry 1
# C15H21NO4

One molecule with the formula C15H21NO4 (the ωB97M-V functional and the def2-TZVPD basis, the OMol25 dataset).

Element x y z (Å)
O -3.9842 1.9144 0.4288
O 3.6537 -1.7559 0.0438
O 4.2915 0.2310 -0.8020
O -3.0510 -0.0817 0.9273
N -1.7931 1.6143 0.0862
C 1.7875 1.2943 -0.5660
C 2.0433 -0.0261 -0.2012
C -4.3239 -0.6264 1.2828
C -0.5403 1.0155 0.0155
C 0.5131 1.8046 -0.4583
C -6.0810 -0.1323 -1.2519
C 5.6459 -0.2024 -0.8953
C 0.9953 -0.8120 0.2719
C 6.5206 0.5363 0.1157
C 6.1542 0.1827 1.5519
C 3.3937 -0.6252 -0.2926
C -4.7592 -1.6898 0.2765
C -3.0296 1.1771 0.4839
C -4.9526 -1.1514 -1.1422
C -0.2829 -0.3051 0.3813
H -4.1970 -1.0738 2.2728
H 5.6832 -1.2826 -0.7199
H -5.6944 -2.1223 0.6365
H 6.8100 0.6989 2.2487
H 5.9704 0.0174 -1.9167
H 2.5920 1.9118 -0.9322
H 6.2453 -0.8887 1.7152
H -1.8211 2.5791 -0.2212
H -1.0787 -0.9280 0.7494
H -4.0037 -2.4783 0.2577
H -6.2573 0.1170 -2.2957
H 0.3196 2.8294 -0.7427
H -4.0193 -0.6995 -1.4869
H 1.2052 -1.8328 0.5529
H -5.0528 0.1856 1.3407
H 6.4085 1.6111 -0.0404
H -5.1669 -1.9987 -1.7978
H 5.1282 0.4740 1.7670
H -7.0018 -0.5354 -0.8354
H -5.8305 0.7855 -0.7267
H 7.5600 0.2684 -0.0812

Total charge: 0
Lowest unoccupied orbital energy: 0.63 eV
Highest occupied orbital energy: -0.320 hartree
Gap between HOMO and LUMO: 9.35 eV

natural (NBO) population analysis, charges in e, atoms 1 to 2: number 1, O, carries -0.642; number 2, O, carries -0.605

Entry 2
# C15H21NO4

One molecule with the formula C15H21NO4 (the ωB97M-V functional and the def2-TZVPD basis, the OMol25 dataset).

Element x y z (Å)
O 4.2314 1.6164 -0.9211
O -2.7581 -0.5934 1.3268
O -4.1998 0.9462 0.5012
O 4.0790 -0.3256 0.1930
N -2.0550 1.2241 0.1067
C 7.3092 -2.2324 0.1824
C 0.0557 2.0559 -0.6401
C -5.3184 0.2082 0.9923
C -2.9758 0.4135 0.7078
C 5.8127 -1.9757 0.2975
C 1.4240 1.9499 -0.7527
C 1.3657 -0.1144 0.4792
C 2.0944 0.8613 -0.1969
C -0.0051 -0.0123 0.5971
C 3.5634 0.7831 -0.3549
C 5.4878 -0.5057 0.0716
C -5.9065 -2.4492 -1.7851
C -6.0234 -0.5477 -0.1315
C -0.6734 1.0741 0.0343
C -5.1478 -1.6417 -0.7399
H -6.9299 -0.9918 0.2840
H -5.9894 0.9463 1.4394
H -2.4413 2.0399 -0.3497
H 5.8053 -0.1757 -0.9242
H -4.2684 -1.1885 -1.2029
H -0.5679 -0.7669 1.1201
H -6.2538 -1.8045 -2.5897
H -6.3170 0.1622 -0.9078
H -0.4606 2.8998 -1.0751
H 1.9989 2.7012 -1.2721
H 7.6698 -1.9543 -0.8051
H -4.7963 -2.3044 0.0533
H 5.9900 0.1253 0.8146
H 5.4573 -2.2659 1.2876
H -4.9680 -0.4881 1.7608
H -6.7711 -2.9349 -1.3383
H 1.8822 -0.9562 0.9120
H 7.5244 -3.2854 0.3439
H -5.2647 -3.2157 -2.2122
H 7.8550 -1.6516 0.9222
H 5.2728 -2.5722 -0.4399

Total charge: 0
Lowest unoccupied orbital energy: 0.71 eV
Highest occupied orbital energy: -0.319 hartree
Gap between HOMO and LUMO: 9.40 eV

natural (NBO) population analysis, charges in e, atoms 1 to 2: number 1, O, carries -0.604; number 2, O, carries -0.632

Which one sits at the top of the stability order? entry 2 does.